The molecule C29H31N5O5. Source: the OMol25 dataset; level of theory: the ωB97M-V functional and the def2-TZVPD basis.

XYZ file:
```
70
Properties=species:S:1:pos:R:3:forces:R:3
O 1.376302 0.978046 0.366975 -0.19 -0.33 -0.07
C 1.628012 2.148588 0.571359 0.14 0.74 0.13
N 1.515718 3.077592 -0.406217 0.12 0.15 -0.23
H 1.641673 4.052702 -0.189406 0.01 -0.10 0.10
C 0.942021 2.733501 -1.697377 -0.29 -0.27 0.20
C -0.549808 2.843783 -1.670211 0.13 0.81 -0.44
C -1.393279 3.879912 -1.949121 0.52 -0.45 0.01
C -2.699874 3.417975 -1.655270 -0.12 -0.49 0.22
C -2.553288 2.140362 -1.213223 -0.71 0.61 -0.13
O -1.258383 1.786371 -1.219605 0.41 -0.37 0.10
H -3.262270 1.410949 -0.874116 -0.02 -0.21 0.08
H -3.614718 3.963777 -1.759045 -0.24 0.04 0.01
H -1.120716 4.845030 -2.325051 0.14 0.19 -0.09
H 1.222888 1.696092 -1.900044 0.03 0.18 -0.12
H 1.359301 3.392136 -2.459799 -0.07 -0.09 0.03
C 2.093191 2.706771 1.905492 -0.04 -0.26 0.24
H 3.103158 3.101389 1.772533 -0.05 0.09 -0.03
H 1.433760 3.536587 2.172205 0.01 0.03 -0.06
C 2.082995 1.659706 3.021811 0.15 -0.03 -0.19
C 3.327787 0.770866 3.028399 -0.13 0.13 0.41
N 3.445533 -0.013037 1.807443 0.33 0.01 0.21
C 4.216821 0.500813 0.783308 0.08 -0.11 0.02
O 4.833433 1.541476 0.919133 0.02 0.07 -0.07
C 4.238232 -0.308807 -0.428892 -0.03 -0.16 -0.38
C 5.058759 0.084544 -1.486665 -0.11 -0.06 0.18
C 5.105986 -0.655164 -2.645582 0.03 0.02 -0.08
C 4.321724 -1.798200 -2.750400 0.04 0.11 0.08
C 3.495856 -2.196761 -1.719608 -0.07 -0.13 0.06
C 3.435537 -1.452063 -0.537519 0.56 0.43 -0.35
N 2.628077 -1.810106 0.525054 -0.27 -0.07 0.19
C 2.618092 -1.110361 1.708665 0.00 -0.24 0.03
O 1.927587 -1.461958 2.647642 -0.04 0.10 0.24
C 1.782445 -2.990787 0.450044 -0.07 -0.31 0.01
H 2.400101 -3.862772 0.210765 -0.17 0.13 -0.02
H 1.343727 -3.134299 1.440105 0.12 0.02 -0.20
C 0.692652 -2.915445 -0.630377 0.35 -0.21 0.13
O 0.762058 -3.653486 -1.602517 0.10 -0.28 -0.12
N -0.298287 -2.027468 -0.478704 -0.30 0.24 -0.18
C -0.617454 -1.218730 0.672388 -0.21 0.17 0.47
H 0.087817 -1.380370 1.482595 0.01 0.01 -0.05
H -0.567904 -0.167339 0.375206 -0.03 -0.13 0.11
C -2.034012 -1.538600 1.171504 0.24 0.12 0.03
N -2.980626 -1.356126 0.095836 0.24 0.07 0.00
C -4.290785 -0.975641 0.344387 -0.30 0.11 0.10
C -4.832089 -0.947770 1.633190 0.20 -0.11 0.00
C -6.117865 -0.491434 1.853602 -0.14 0.07 -0.03
C -6.906256 -0.057600 0.802971 -0.13 0.04 0.09
C -6.385790 -0.084841 -0.480198 -0.05 -0.02 0.00
C -5.100435 -0.531181 -0.709007 0.03 -0.10 -0.08
H -4.717389 -0.520966 -1.718953 0.07 0.02 -0.06
H -6.984249 0.253420 -1.313850 -0.04 0.03 -0.07
H -7.911026 0.294255 0.979435 -0.08 0.03 0.02
H -6.509915 -0.486809 2.860551 -0.02 0.00 0.08
H -4.257002 -1.302557 2.474028 0.08 -0.04 0.05
C -2.659923 -2.208819 -1.028055 0.19 0.04 -0.29
H -3.392218 -2.086816 -1.823569 0.04 -0.01 0.04
C -1.266354 -1.857783 -1.543738 -0.22 -0.29 -0.37
H -0.983428 -2.509891 -2.371054 -0.05 0.11 0.10
H -1.245112 -0.811383 -1.865363 -0.04 -0.04 0.00
H -2.665562 -3.266613 -0.715869 -0.03 0.04 -0.06
H -2.263073 -0.847765 1.982550 0.01 -0.05 0.00
H -2.060556 -2.570050 1.560609 -0.04 0.04 0.06
H 2.893876 -3.079022 -1.851575 -0.11 -0.09 0.04
H 4.352765 -2.389349 -3.653430 -0.02 -0.07 -0.07
H 5.743734 -0.354727 -3.462440 0.06 0.03 -0.06
H 5.651331 0.977219 -1.355411 0.04 0.06 0.01
H 3.271921 0.074007 3.867047 0.07 0.11 -0.11
H 4.232464 1.377655 3.101375 -0.12 -0.13 0.03
H 1.201737 1.024894 2.914412 -0.01 0.05 0.11
H 2.030569 2.162502 3.988631 -0.03 -0.01 0.01
```
Positions in Å, forces in eV/Å.

The HOMO energy comes out at -7.82 eV. The structure (SMILES) is O=C(CCCn1c(=O)c2ccccc2n(CC(=O)N2CCN(c3ccccc3)CC2)c1=O)NCc1ccco1.

---

A structure of composition CH2S3 in a non-equilibrium geometry. Source: the OMol25 dataset; level of theory: the ωB97M-V functional and the def2-TZVPD basis.

XYZ file:
```
6
Properties=species:S:1:pos:R:3:forces:R:3
C -0.305061 -0.084501 -0.138555 5.76 0.58 1.30
H -0.924141 1.982146 -0.041474 2.12 0.31 0.05
H 1.098585 -2.429161 0.568667 0.47 3.39 -1.47
S 0.453707 1.551134 0.039421 -3.80 0.09 -0.57
S 1.421220 -0.962916 -0.034873 -2.38 -3.42 0.89
S -1.771431 -0.528592 0.014460 -2.17 -0.95 -0.19
```
Positions in Å, forces in eV/Å.

The HOMO energy comes out at -9.20 eV.

---

The molecule C6H12 in a non-equilibrium geometry. Source: the OMol25 dataset; level of theory: the ωB97M-V functional and the def2-TZVPD basis.

XYZ file:
```
18
Properties=species:S:1:pos:R:3:forces:R:3
C -1.455322 1.231558 -0.321604 0.03 0.17 0.04
C -1.101583 -0.230976 -0.400888 -0.49 -0.35 0.28
C 0.259804 -0.691713 -0.776100 1.28 -3.01 -1.30
C 1.387197 0.231863 -1.135141 0.13 0.49 0.23
C -0.223307 -0.959801 0.608538 -0.70 0.42 -0.35
C 0.507215 -0.387099 1.747737 2.01 -1.25 0.64
H -1.728492 1.616820 -1.310840 0.04 -0.05 0.12
H -0.636874 1.851497 0.052721 -0.08 -0.09 0.01
H -2.315204 1.380136 0.340633 0.13 -0.01 -0.08
H -1.937782 -0.842660 -0.727581 0.09 0.05 -0.14
H 0.463513 -1.718564 -1.265225 -1.02 1.81 0.05
H 2.364975 -0.236550 -0.977217 -0.17 0.01 0.02
H 1.363563 1.149669 -0.544930 0.10 0.03 -0.07
H 1.329666 0.524361 -2.189263 -0.03 -0.07 0.13
H -0.561499 -1.976271 0.811640 0.17 0.13 -0.25
H 0.890827 0.615667 1.595029 -0.23 0.21 0.11
H 1.450560 -1.067223 1.822791 -1.35 1.21 0.32
H -0.057260 -0.490716 2.669698 0.10 0.29 0.24
```
Positions in Å, forces in eV/Å.

The HOMO energy comes out at -9.24 eV. The structure (SMILES) is C[C@H]1[C@@H](C)[C@H]1C.

---

What is the HOMO energy in the second record? -9.20 eV

---

Among the records above, which one has the highest HOMO energy? C29H31N5O5

---

The lowest HOMO energy belongs to which entry? C6H12